The following is a DFT calculation (the ωB97M-V functional and the def2-TZVPD basis) of a single C4H7NOS molecule.

Last column: Mulliken spin population.
Positions of all 14 atoms, in Å:
H  -1.02945  0.19106  -1.12649  -0.0019
H  0.47566  -1.47623  0.10156  0.0559
C  2.11644  -0.26002  0.05200  0.6013
H  -1.18691  -0.05620  1.18750  -0.0084
H  -0.95216  1.74448  -1.90041  -0.0044
O  3.07081  -0.62405  -0.49762  0.1667
C  0.87793  -0.76442  0.73187  0.2040
N  1.71614  2.10544  0.12986  0.8012
C  -0.08105  0.27772  1.31924  0.0531
H  1.46628  -1.27870  1.53918  -0.0242
C  -0.40353  0.92883  -1.37441  0.1204
S  0.21753  1.89850  0.25723  0.0497
H  0.25581  0.70130  2.30466  -0.0117
H  0.53031  0.59504  -1.88852  -0.0017

Force components x, y, z for each atom (eV/Å):
-2.277 -2.868 1.108
-1.435 -1.734 -1.124
-1.088 1.853 1.460
1.961 0.767 0.755
0.625 -0.821 -0.032
0.988 -1.735 -1.078
2.469 0.141 1.853
0.140 1.849 -0.036
-0.296 1.206 -0.770
-0.992 -0.124 -0.175
2.847 4.730 -0.703
-1.270 -2.663 -0.937
-0.746 -1.023 -0.676
-0.923 0.422 0.354

Multiplicity: 3
HOMO (spin up / spin down), Eh: -0.2112 / -0.3133
HOMO-LUMO gap (spin up / spin down), eV: 6.35 / 7.27
E, a.u.: -684.543651
ΔE to the lowest compared entry with this formula, charge and spin, kcal/mol: 74.68
<S²>: 2.012

---

The following is a DFT calculation (the ωB97M-V functional and the def2-TZVPD basis) of a molecular structure, C20H13ClN2O6Zn.

Last column: Mulliken charge in e.
Positions of all 43 atoms, in Å:
O  0.80225  -0.17991  -0.32050  -0.7829
O  3.86842  -5.70036  -0.24651  -0.7933
C  -1.65174  0.99361  4.79494  -0.2513
C  -1.51282  2.10677  5.59340  -0.4120
Cl  -4.14829  1.95832  -5.38517  -0.2839
C  -0.92716  3.27032  5.08807  -0.2883
C  4.24451  -1.47283  -2.30272  -0.2550
C  -3.28823  0.51780  -3.24674  -0.7864
C  -3.41623  1.75528  -3.80357  0.1537
O  -1.71229  1.41305  -0.08125  -0.6400
C  1.18384  -1.38469  -0.09485  0.9867
H  -2.04137  3.62804  -1.32850  0.3825
C  -2.22801  1.48309  -1.22929  0.2899
H  -0.81753  4.14507  5.71835  0.3427
C  -0.48343  3.29649  3.76385  -0.6990
H  -3.06873  3.86697  -3.56116  0.3622
C  -0.61469  2.18951  2.95383  0.0206
H  -2.09966  0.08087  5.16845  0.4116
C  -2.65659  -0.98919  -1.45973  -0.1209
H  -0.03017  4.19919  3.36872  0.3256
H  -1.85753  2.08276  6.62201  0.3153
H  -3.11071  -1.74969  -2.12354  0.2336
C  2.87197  -3.16498  -0.57504  -0.4209
O  -2.20436  -1.37583  -0.38797  -0.5491
C  3.10389  -1.01164  -1.65610  -0.6985
C  -2.39587  2.76156  -1.87207  -0.6499
H  5.59778  -3.13192  -2.60089  0.4362
H  4.78027  -0.81370  -2.97887  0.3344
C  4.02908  -3.62774  -1.23340  -0.2381
H  2.34120  -3.82719  0.09127  0.5101
C  -2.96284  2.88983  -3.10531  -0.4194
O  0.52826  -2.11659  0.67297  -0.6988
C  -2.70497  0.35140  -1.97603  0.9658
H  -3.63772  -0.35932  -3.78035  0.3324
Zn  -0.84817  -0.29591  0.84737  0.2480
N  4.49645  -4.91921  -1.03708  0.8282
C  4.71409  -2.75904  -2.10512  -0.5832
H  -0.28722  2.21849  1.92123  0.4005
N  -1.35634  -0.12623  2.70795  -0.6171
C  2.42163  -1.87304  -0.78827  0.3878
H  2.72912  -0.00909  -1.80514  0.3761
O  5.55573  -5.29251  -1.65841  -0.8226
C  -1.20582  0.97220  3.43112  0.3666

Force components x, y, z for each atom (eV/Å):
0.028 0.000 0.002
-0.025 -0.018 0.021
0.011 0.008 0.008
-0.011 -0.014 0.013
-0.004 -0.001 -0.008
0.005 0.007 -0.005
0.008 0.006 -0.007
0.003 -0.008 -0.001
0.001 -0.004 0.004
-0.009 -0.024 0.010
0.053 0.060 -0.064
0.000 0.002 -0.001
-0.008 0.006 -0.001
0.001 -0.001 -0.002
0.009 0.012 -0.009
-0.002 -0.001 -0.003
-0.005 0.011 0.004
-0.001 0.001 0.004
-0.035 0.009 0.017
-0.002 0.001 0.000
0.000 0.000 -0.001
0.003 0.000 -0.005
-0.006 -0.014 -0.003
-0.002 -0.009 -0.007
0.002 0.003 0.006
0.008 -0.011 0.004
-0.001 0.000 0.001
0.001 0.003 0.001
-0.001 -0.007 0.002
0.002 0.002 0.002
0.004 0.012 0.009
-0.025 -0.047 0.026
0.017 0.000 0.003
-0.001 0.001 -0.002
0.007 0.025 0.016
0.000 0.037 0.002
0.007 -0.005 -0.005
0.005 -0.002 -0.002
-0.057 -0.010 0.013
-0.008 -0.010 0.004
-0.004 0.000 0.000
0.025 -0.010 -0.020
0.009 -0.011 -0.026

Charge: -2
Multiplicity: 1
HOMO (spin up / spin down), Eh: -0.1011 / 0.0100
HOMO-LUMO gap (spin up / spin down), eV: 6.67 / 3.64
E, a.u.: -3570.421637

---

Question: Which formula does entry 1 have?
Answer: C4H7NOS